ORCA calculation (the ωB97M-V functional and the def2-TZVPD basis) on a cluster of 3 separate species, C12H26BrN2O6S2 in total.

Last column: natural (NBO) charge in e.
Geometry (Å):
C: 2.8359 -1.4240 0.9274  -0.6404
C: 3.7770 -0.7470 -0.0438  -0.2326
Br: 5.5532 -1.5440 0.1353  0.0033
C: 3.8585 0.7596 0.1092  -0.2402
N: 4.4100 1.1725 1.4021  -0.2806
C: 5.7329 1.4502 1.6571  -0.0278
C: 5.8211 1.7635 2.9800  -0.0484
N: 4.5603 1.6756 3.4937  -0.4532
C: 3.7208 1.2956 2.5290  0.2516
H: 3.2090 -1.3671 1.9464  0.2030
H: 2.7815 -2.4693 0.6578  0.2587
H: 1.8541 -0.9590 0.8951  0.2346
H: 3.4848 -0.9499 -1.0657  0.2496
H: 4.4612 1.1926 -0.6783  0.2437
H: 2.8663 1.1892 0.0154  0.2350
H: 6.4939 1.3957 0.9083  0.2673
H: 6.6879 2.0403 3.5440  0.2621
H: 4.2496 1.8386 4.4375  0.4568
H: 2.6637 1.1313 2.5889  0.2545
O: -0.0534 -2.9207 -1.8367  -0.9476
S: -0.8805 -2.6974 -0.6887  2.3862
O: -0.2635 -2.4706 0.5878  -0.9656
O: -1.9226 -3.8806 -0.5594  -0.7181
C: -1.4255 -5.2385 -0.6229  -0.0781
C: -0.8011 -5.6875 0.6821  -0.6396
C: -2.0304 -1.4107 -1.0177  -0.8824
H: -0.7290 -5.3285 -1.4572  0.2023
H: -2.2999 -5.8413 -0.8555  0.2030
H: 0.1225 -5.1480 0.8886  0.2176
H: -0.5724 -6.7518 0.6329  0.2244
H: -1.4827 -5.5116 1.5136  0.2205
H: -2.5291 -1.6193 -1.9594  0.2612
H: -1.4770 -0.4775 -1.0848  0.2579
H: -2.7443 -1.3617 -0.2006  0.2592
O: -4.7571 2.4002 -3.0491  -0.9292
S: -3.5872 2.6687 -2.2762  2.3923
O: -3.0062 1.6231 -1.4853  -0.9626
O: -3.8522 3.9326 -1.3568  -0.7238
C: -5.0734 3.9547 -0.5798  -0.0789
C: -4.9836 3.0963 0.6649  -0.6397
C: -2.3461 3.3839 -3.2969  -0.8867
H: -5.9090 3.6584 -1.2144  0.2073
H: -5.2131 5.0002 -0.3150  0.2001
H: -4.9263 2.0376 0.4153  0.2230
H: -5.8657 3.2543 1.2847  0.2254
H: -4.0959 3.3520 1.2435  0.2127
H: -2.7856 4.2046 -3.8560  0.2598
H: -2.0009 2.6047 -3.9727  0.2548
H: -1.5307 3.7297 -2.6676  0.2470

Computed properties:
Charge   +1
2S+1   1


ORCA calculation (the ωB97M-V functional and the def2-TZVPD basis) on a structure of composition C12H26Cl3Ge2N2O3PPdSSe at a distorted geometry.

Last column: natural (NBO) charge in e.
Geometry (Å):
Pd: -0.4701 -0.5328 -0.9560  0.6349
C: 1.7632 -1.8727 -4.5292  -0.6496
C: 0.8687 -2.8454 -3.8022  -0.0551
O: 1.3176 -3.0787 -2.4431  -0.8384
P: 1.2458 -2.0681 -1.2290  2.0460
O: 1.4240 -2.9727 0.0273  -0.8423
C: 0.7954 -4.2818 0.2507  -0.0585
C: 1.8203 -5.3666 0.0495  -0.6366
O: 2.5298 -1.1779 -1.2504  -0.8544
C: 3.8778 -1.7573 -1.1912  -0.0664
C: 4.8121 -0.8298 -1.9214  -0.6302
H: 1.4014 -1.7496 -5.5507  0.2409
H: 2.7851 -2.2472 -4.5737  0.2288
H: 1.7713 -0.8917 -4.0514  0.2105
H: 0.8895 -3.8334 -4.2566  0.2171
H: -0.1705 -2.5199 -3.7626  0.1860
H: -0.0512 -4.3814 -0.4241  0.1978
H: 0.4311 -4.2345 1.2749  0.2103
H: 2.1686 -5.3923 -0.9825  0.2180
H: 1.3709 -6.3321 0.2827  0.2357
H: 2.6721 -5.2201 0.7120  0.2245
H: 3.8527 -2.7520 -1.6388  0.1894
H: 4.1314 -1.8516 -0.1369  0.2044
H: 4.5705 -0.7780 -2.9824  0.2136
H: 5.8350 -1.1917 -1.8200  0.2361
H: 4.7655 0.1729 -1.4989  0.2254
S: -1.9062 -2.5901 -1.4617  -0.1117
C: -2.2596 -2.5433 0.1189  0.1837
N: -2.4109 -2.4376 1.2754  -0.6264
Se: -1.5341 3.6785 1.0223  0.5839
C: 0.2347 3.9482 1.2886  -0.0774
N: 1.3642 4.1337 1.4324  -0.2240
C: -1.5755 3.2172 -2.5713  -1.0760
Ge: -0.1951 1.8500 -2.7987  1.5174
C: -1.0532 0.3224 -3.7518  -1.1002
C: 1.2789 2.4260 -3.9595  -1.0579
C: 0.5747 1.2458 -1.0826  -0.8387
H: -1.9832 3.4632 -3.5522  0.2495
H: -1.1616 4.1288 -2.1408  0.2307
H: -2.3879 2.8594 -1.9409  0.2407
H: -1.1468 0.7085 -4.7713  0.2565
H: -2.0554 0.0708 -3.4016  0.2467
H: -0.4514 -0.5748 -3.8164  0.2223
H: 0.8725 2.6134 -4.9542  0.2410
H: 2.0442 1.6546 -4.0393  0.2323
H: 1.7456 3.3403 -3.5985  0.2463
H: 0.3493 1.8326 -0.1970  0.2157
H: 1.6229 0.9588 -1.1054  0.2325
Cl: -1.7997 2.2357 2.8177  -0.2004
Ge: -2.3789 -0.3941 2.0175  1.1073
Cl: -0.0561 -0.4467 1.4918  -0.4452
Cl: -2.7445 0.5049 -0.1783  -0.5366

Computed properties:
Charge   +1
2S+1   2


ORCA calculation (the ωB97M-V functional and the def2-TZVPD basis) on a structure of composition C12H26Cl3N7OSSiTa at a distorted geometry.

Last column: natural (NBO) charge in e.
Geometry (Å):
Ta: 0.3157 0.2333 -0.3289  1.5691
N: -1.0133 -1.4793 0.7118  -0.8641
C: -2.4695 -1.3012 0.9272  -0.2566
C: -2.8605 0.1423 1.2743  -0.2337
N: -2.2732 1.1024 0.2775  -0.4424
C: -3.0693 1.0836 -0.9669  -0.2624
C: -2.5820 0.0582 -1.9730  -0.2352
N: -1.3135 -0.6146 -1.5591  -0.8813
C: -2.2643 2.5562 0.7317  -0.2411
C: -1.0437 3.2754 0.1447  -0.2426
N: 0.2098 2.4766 0.3444  -0.8441
H: -0.8693 -2.4336 0.3531  0.4203
H: -0.6549 -1.6038 1.6633  0.4106
H: -2.8287 -1.8960 1.7589  0.2590
H: -3.0287 -1.6725 0.0820  0.2150
H: -2.4095 0.4135 2.2452  0.2124
H: -3.9231 0.2973 1.3813  0.2547
H: -3.0878 2.0638 -1.4127  0.2435
H: -4.0959 0.8579 -0.7029  0.2365
H: -2.3732 0.5056 -2.9430  0.2545
H: -3.3034 -0.7573 -2.1180  0.2369
H: -0.8363 -0.7645 -2.4581  0.4434
H: -1.5325 -1.5660 -1.2814  0.4014
H: -2.2479 2.6411 1.8230  0.2287
H: -3.1701 3.0866 0.4172  0.2520
H: -0.9683 4.2573 0.6023  0.2583
H: -1.1698 3.4098 -0.9210  0.2283
H: 0.4647 2.5388 1.3205  0.4094
H: 0.9613 3.0137 -0.1195  0.4511
C: 0.8288 -3.2294 -1.8078  -0.7107
S: 1.6845 -1.6221 -1.6422  0.3221
C: 3.4505 -2.0735 -1.5881  -0.7013
H: 1.1788 -3.5769 -2.7831  0.2824
H: -0.2583 -3.0284 -1.9065  0.2165
H: 1.0555 -3.9291 -1.0182  0.2615
H: 3.8164 -2.3801 -0.6101  0.2573
H: 4.0668 -1.2711 -1.9657  0.2750
H: 3.5311 -2.9118 -2.2928  0.2812
Cl: 0.0796 1.5221 -2.3457  -0.2748
Si: 2.4949 1.3200 -1.5402  1.1789
Cl: 2.9174 0.6801 -3.4703  -0.2665
Cl: 2.8282 3.4020 -1.3847  -0.2652
N: 1.2761 -0.5199 3.5127  -0.7244
C: 1.8963 -0.2687 2.3759  0.6740
O: 1.1420 0.2276 1.4170  -0.7906
C: 3.2702 -0.3704 2.0595  -0.4651
C: 3.5966 0.2100 0.8286  0.6274
N: 3.6957 0.6450 -0.2254  -0.6003
C: 4.2041 -0.6323 3.0841  0.2092
N: 4.6622 -0.8444 4.1151  -0.1564
H: 0.3023 -0.2941 3.6196  0.4224
H: 1.7173 -0.9794 4.2943  0.4655

Computed properties:
Charge   +3
2S+1   1


ORCA calculation (the ωB97M-V functional and the def2-TZVPD basis) on a structure of composition C12H26ClGdO3P2 at a distorted geometry.

Last column: Löwdin charge in e.
Geometry (Å):
C: 3.5035 -0.5082 1.9941  -0.1131
C: 3.2475 0.9366 1.1948  -0.2550
C: 4.3801 1.3565 0.0863  -0.1006
C: 2.0059 1.7432 1.5133  -0.0829
C: 1.6092 3.1312 0.7367  -0.2008
C: 0.2215 3.0726 -0.1328  -0.1991
C: 0.0292 1.7277 -1.0510  -0.3132
C: 0.7848 1.9174 -2.5309  -0.0901
C: -1.6148 1.6106 -1.3364  -0.1793
C: -2.1444 0.0658 -1.4711  -0.1429
C: -1.7241 -0.9273 -0.2367  -0.3552
O: -0.6816 -1.8858 -0.6642  -0.3206
P: -0.3606 -2.6929 0.8848  0.5851
O: -2.0327 -2.6487 1.4794  -0.3954
C: -2.8521 -1.8618 0.4992  -0.4377
P: -3.9153 -3.0762 -0.5382  0.8317
O: -3.1434 -4.6719 -0.4571  -0.3370
Cl: -5.8289 -3.4180 0.4109  0.0331
H: 3.1506 -1.4141 1.3033  0.0648
H: 4.6662 -0.6566 2.1753  0.0885
H: 2.9064 -0.5798 3.0018  0.0753
H: 5.4354 1.3774 0.6214  0.0944
H: 4.3404 0.5796 -0.8136  0.0946
H: 4.2362 2.4147 -0.3971  0.0672
H: 1.2918 1.3104 2.3542  0.1039
H: 2.4395 3.5691 0.0382  0.0997
H: 1.4317 3.9481 1.5891  0.1227
H: -0.6820 3.2945 0.5850  0.1058
H: 0.2612 3.9914 -0.8906  0.1327
H: 0.4795 0.7460 -0.5988  0.1151
H: 1.6939 2.6534 -2.4889  0.0855
H: 0.0276 2.1610 -3.3981  0.0805
H: 1.2439 0.8497 -2.8026  0.0871
H: -1.8773 2.2005 -2.3343  0.1256
H: -2.2239 2.1795 -0.4818  0.1157
H: -3.3350 0.1277 -1.5321  0.1168
H: -1.7916 -0.3497 -2.5065  0.1333
H: -1.3943 -0.1954 0.6177  0.1587
H: 1.0174 -2.6790 0.3800  0.0682
H: -0.4988 -3.8952 0.0929  0.0794
H: 0.0490 -3.3617 2.1246  0.0231
H: 0.0855 -1.4908 1.5844  0.0752
H: -3.5556 -1.1205 1.0899  0.1522
H: -3.0529 -4.9290 0.5077  0.0800
Gd: -7.8289 -4.6022 -0.2022  1.5269

Computed properties:
Charge   +2
2S+1   8


ORCA calculation (the ωB97M-V functional and the def2-TZVPD basis) on a structure of composition C12H26FIInO3 at a distorted geometry.

Last column: Löwdin charge in e.
Geometry (Å):
C: 5.8345 0.7667 -0.7400  -0.0729
C: 5.1450 -0.0579 -1.8286  -0.4816
F: 5.7492 -1.3558 -1.7905  -0.1009
C: 3.6706 -0.2013 -1.6725  -0.2776
In: 2.5422 1.7409 -1.7857  0.2666
I: 2.2770 2.5449 -4.5027  -0.1108
C: 0.5932 1.7944 -0.7034  -0.3005
C: -0.3631 0.6159 -0.8611  -0.2963
C: 0.3055 -0.6848 -1.1910  -0.2926
O: -0.6455 -1.7648 -1.1973  -0.0983
H: 5.0950 1.2821 -0.1460  0.0272
H: 6.5274 1.4795 -1.1661  0.0683
H: 6.3783 0.0767 -0.1035  0.0691
H: 5.3591 0.3698 -2.8013  0.1175
H: 3.4239 -0.6693 -0.7232  0.0358
H: 3.2991 -0.8697 -2.4437  0.0335
H: 3.5829 3.0022 -1.0481  -0.0906
H: 0.8220 1.9948 0.3332  0.0063
H: 0.0742 2.6724 -1.0703  0.0229
H: -1.1412 0.7991 -1.6009  0.1073
H: -0.8809 0.4579 0.0840  0.0910
H: 1.0555 -0.8822 -0.4255  0.1079
H: 0.8447 -0.6397 -2.1344  0.0929
H: -0.1750 -2.5468 -0.8667  0.0874
C: 0.1053 1.0509 4.5637  -0.0263
C: -0.9086 1.3582 3.4849  -0.4955
O: -0.5728 1.7732 2.4038  0.0823
C: -2.3616 1.1136 3.8203  -0.0221
H: 1.1044 1.2665 4.1924  0.0813
H: -0.0897 1.6629 5.4463  0.0790
H: 0.0464 -0.0024 4.8434  0.0810
H: -2.6580 1.7286 4.6725  0.0787
H: -2.5166 0.0627 4.0699  0.0833
H: -2.9781 1.3675 2.9617  0.0825
C: -3.7237 -1.9768 -1.6274  -0.0197
C: -4.6816 -1.8512 -0.4689  -0.5023
O: -4.3720 -1.3220 0.5735  0.0635
C: -6.0691 -2.4255 -0.6652  -0.0354
H: -2.7631 -1.5332 -1.3753  0.0508
H: -3.5724 -3.0315 -1.8668  0.0874
H: -4.1374 -1.4678 -2.5012  0.0879
H: -6.0041 -3.4945 -0.8749  0.0784
H: -6.5618 -1.9309 -1.5037  0.0791
H: -6.6592 -2.2734 0.2364  0.0742

Computed properties:
Charge   -1
2S+1   1


The following E values (in eV) correspond, in order, to the records above: -119837.537, -261533.880, -83153.328, -70914.368, -35001.483.